[1]
A 2-piece molecular cluster, C4H7IN overall at a distorted geometry. Source: OMol25; level of theory: ωB97M-V/def2-TZVPD.

For the orbital gap (alpha / beta), the calculation gives 5.43 / 5.43 eV. Its HOMO energy (alpha / beta) is -12.79 / -12.79 eV. For the energy relative to the best compared isomer or geometry (same formula, charge and spin), the calculation gives 110.9 kcal/mol. Its total charge is +1. For the total energy, the calculation gives -13840.4487 eV.

Each line ends with the Löwdin charge.
Geometry (Å):
I1 1.00366 2.85736 0.84676  0.22
H1 1.86344 -0.68938 -0.56791  0.20
H2 -1.16445 0.65272 -1.49505  0.07
C1 -1.32157 -0.01898 -0.75178  0.01
N1 1.10292 -0.06495 -0.93789  0.19
C2 0.12617 -0.55181 1.26468  -0.13
H3 -1.62366 -0.86335 -1.21705  0.09
C3 -0.06007 -0.04890 0.00872  -0.31
H4 -0.06652 -1.34986 3.42640  0.10
H5 -2.13009 0.35296 -0.23460  0.10
C4 0.06838 -0.98012 2.39709  0.26
H6 0.80303 -0.31526 -1.83074  0.13
H7 1.39877 1.01956 -0.90862  0.06

[2]
C29H38InN6O7S as an isolated structure. Source: OMol25; level of theory: ωB97M-V/def2-TZVPD.

For the orbital gap, the calculation gives 9.50 eV. Its HOMO energy is -11.96 eV. For the energy relative to the best compared isomer or geometry (same formula, charge and spin), the calculation gives 1.9 kcal/mol. Its total charge is +1. For the total energy, the calculation gives -69971.4468 eV.

Each line ends with the Löwdin charge.
Geometry (Å):
C1 -0.58892 2.33528 4.06418  0.04
H1 -2.79126 -1.62920 0.95316  0.12
N1 -1.69354 -0.30299 -2.92270  0.03
O1 -0.12944 3.51530 -0.83162  -0.08
C2 4.27303 1.77667 -2.25996  -0.02
H2 -3.19619 -1.27804 -1.26320  0.12
N2 6.33835 -0.91189 2.69963  0.10
H3 -5.57038 -4.10303 0.11918  0.08
H4 8.00607 -0.78323 1.50998  0.13
H5 -2.45859 2.15204 5.09747  0.12
H6 4.18895 -2.44482 3.41147  0.12
C3 -4.66231 -3.62965 0.49283  -0.10
N3 2.00560 2.08511 -1.58097  0.04
C4 1.47649 2.55240 2.51100  -0.57
H7 -4.56395 -3.89138 1.54902  0.08
C5 -6.04316 -1.11780 -3.06717  -0.10
H8 2.84617 0.22009 -1.87480  0.08
In1 0.46037 1.34019 -0.01537  0.75
C6 -2.11484 -3.56774 0.24445  -0.18
H9 -0.02003 2.71401 4.90153  0.13
N4 1.77822 -0.21919 1.39012  0.01
O2 1.74385 2.57330 1.23694  -0.09
H10 -7.09830 -1.10649 -3.33900  0.08
C7 -3.08511 -0.13590 -3.33836  -0.16
H11 -3.54887 -3.79596 -1.34873  0.09
O3 5.80089 -0.02838 0.68280  0.07
H12 -3.65361 0.18969 -2.46341  0.11
H13 -3.40454 -5.18366 -0.30255  0.11
H14 7.76979 1.30257 2.35102  0.09
C8 -2.55287 1.11241 0.48349  -0.57
H15 -1.05149 -1.73758 0.66492  0.06
H16 5.99015 -1.08786 3.62765  0.14
H17 -4.81354 -2.54844 0.43327  0.06
H18 -3.10828 -1.61834 -4.88127  0.12
C9 5.46210 -0.54934 1.73265  -0.43
H19 0.23803 -1.26650 2.27558  0.11
O4 8.09804 0.66265 2.99284  -0.02
C10 -3.67795 -1.38902 -3.97799  -0.19
H20 5.08078 1.09505 -2.48362  0.12
H21 3.48896 5.05666 -1.99176  0.13
H22 -0.94864 0.03976 -3.50492  0.13
C11 0.03276 2.16871 2.84053  -0.14
H23 -5.29627 -0.34318 -4.94238  0.11
C12 3.38566 3.97917 -1.97800  0.01
N5 -0.66038 1.70730 1.80747  0.08
H24 -0.70485 3.26387 -1.56584  0.11
C13 -2.02685 -2.04811 0.29858  -0.19
C14 2.17559 3.40770 -1.62174  -0.24
H25 5.40984 3.57848 -2.54904  0.12
H26 -5.84996 -0.20790 -2.49550  0.07
H27 -1.29131 -3.94448 -0.36785  0.12
C15 -2.65382 1.59524 3.03535  0.04
O5 -3.68092 0.65436 0.41603  0.07
H28 8.30595 -1.32455 3.17779  0.13
C16 1.31557 -1.16184 2.21762  -0.11
C17 -1.31842 -0.87813 -1.78651  -0.72
H29 1.26448 4.93795 -0.45039  0.14
H30 1.72787 -2.71707 3.62464  0.12
H31 -3.55338 -2.24316 -3.30467  0.10
C18 -5.15942 -1.22489 -4.30898  -0.25
H32 -3.71456 1.39020 3.06523  0.13
H33 -5.47603 -2.08337 -4.90303  0.11
H34 -3.11476 0.69216 -4.04566  0.14
H35 -1.96079 -3.94300 1.26069  0.12
C19 0.99050 4.27556 -1.26933  -0.14
O6 -1.75246 1.35601 -0.49968  -0.12
S1 0.37735 -0.87405 -1.35232  0.75
C20 -1.94350 2.02791 4.15349  0.00
H36 0.71766 4.88987 -2.12811  0.14
C21 -1.96385 1.45704 1.84763  -0.14
C22 7.75304 -0.62625 2.55629  -0.24
C23 4.00866 -0.82593 1.99952  -0.08
N6 -2.23072 -1.44479 -1.01886  0.06
C24 3.51982 -1.80154 2.85302  0.02
C25 3.03774 1.28494 -1.90572  -0.12
H37 -5.88458 -1.97382 -2.40395  0.07
C26 -3.44311 -4.09321 -0.30000  -0.25
C27 3.09771 -0.05280 1.29891  -0.05
O7 2.22612 2.82115 3.42274  0.10
C28 4.44878 3.15449 -2.28856  -0.01
C29 2.14747 -1.96703 2.96930  -0.02
H38 3.46733 0.74026 0.66350  0.11

[3]
C8H11B3F9IO5STm as an isolated structure at a distorted geometry. Source: OMol25; level of theory: ωB97M-V/def2-TZVPD.

The multiplicity is 3. For the orbital gap (alpha / beta), the calculation gives 6.14 / 3.90 eV. Its HOMO energy (alpha / beta) is -18.89 / -18.88 eV. Its total charge is +3. For the total energy, the calculation gives -93627.2726 eV.

Each line ends with the Löwdin spin population.
Geometry (Å):
C1 1.18635 0.75604 -3.73844  0.00
H1 -0.80873 -2.33568 2.52415  0.00
H2 -0.50994 -1.97991 -0.44786  0.00
F1 1.90942 2.78759 -2.46931  0.00
S1 2.68711 1.84940 -3.72410  0.00
H3 1.62121 -2.17131 -1.46771  0.00
F2 0.22281 -1.55122 -3.87055  0.00
H4 -4.03530 1.09383 0.76689  0.00
H5 -0.42960 -0.49312 4.44638  0.00
F3 3.98873 2.97230 -3.71372  0.00
F4 0.09551 1.48768 -3.00264  0.00
H6 1.95943 -0.38143 -0.98460  0.00
B1 0.08027 0.59420 2.50148  0.02
H7 2.14402 -1.82857 2.81284  0.01
C2 1.38102 -0.78870 -3.26415  0.00
O1 -3.17768 -0.02965 4.02998  0.00
O2 0.13508 -2.47815 2.21718  0.56
B2 -0.28378 0.22135 0.11994  0.00
Tm1 -5.83601 -0.57857 3.93606  1.01
H8 -3.78492 2.24357 2.35066  0.00
F5 1.89272 2.91694 -4.85369  0.00
H9 1.44090 0.11886 4.27721  0.00
I1 -4.19824 -1.95733 1.76017  0.00
O3 -0.93082 1.69893 2.57788  0.01
H10 -1.11375 -0.76486 -1.83785  0.00
C3 -0.27546 -0.97759 -1.05099  0.00
O4 0.72157 0.34934 1.19309  0.01
C4 -3.44544 1.27948 1.78082  0.00
C5 0.51003 -0.38190 3.75307  0.11
F6 3.50498 0.97901 -2.50427  0.00
C6 1.04114 -1.86141 3.20613  0.16
F7 0.70394 0.70329 -5.16983  0.00
C7 1.24877 -1.04995 -1.63922  0.00
C8 -3.53953 -0.10181 2.71884  0.00
F8 2.59316 -1.47618 -3.80933  0.00
F9 3.46883 1.04555 -5.01735  0.00
O5 -1.36667 1.23625 0.01969  0.00
B3 -1.81820 1.42483 1.41348  0.00
H11 1.01703 -2.57111 4.15968  0.11